(1)
Density functional theory data (wB97M-V/def2-TZVPD) for 3 unconnected molecules or ions with the total composition C30H59ClN3O6S at a distorted geometry.

ORCA input file:
```
! RIJCOSX wB97M-V def2-TZVPD def2/J DEFGRID3
* xyz -1 3
Cl -3.851 -2.958 2.589
S -5.397 -3.109 1.278
O -5.206 -4.295 0.501
O 0.737 -5.595 1.309
O 0.279 3.663 0.126
O -6.589 -2.988 2.060
O -1.167 3.659 -1.557
O 2.193 7.600 -4.246
N 2.792 7.196 -3.180
N -1.428 1.007 -1.550
N 0.582 -6.670 1.998
C 2.882 9.261 -1.829
C 3.697 8.254 -2.639
C 0.337 -7.856 1.120
C 0.625 -1.579 1.144
C -2.573 2.303 1.036
C -0.077 -7.482 4.280
C -2.011 -0.312 -1.386
C 0.958 -1.643 -0.347
C -5.229 -1.680 0.206
C 4.818 7.655 -1.772
C 1.858 6.496 -2.228
C -1.144 -7.949 0.739
C -3.907 -0.904 0.265
C -1.780 -6.509 2.703
C -0.629 1.561 -0.465
C -2.105 -7.778 1.917
C 0.838 5.679 -3.005
C 4.388 8.956 -3.803
C -0.503 3.118 -0.668
C -0.025 -5.084 3.772
C -0.326 -6.449 3.165
C -3.523 -0.288 -1.094
C 2.614 5.494 -1.340
C 1.158 -0.304 -1.111
C 0.848 1.021 -0.412
C 1.119 7.519 -1.364
C 0.799 -9.155 1.803
C 1.177 -7.708 -0.143
C -1.342 1.404 0.884
C 2.018 8.598 -0.758
H 2.230 -7.562 0.101
H -0.960 1.095 -2.435
H -2.074 -8.657 2.567
H 2.209 -0.268 -1.405
H -5.440 -2.063 -0.789
H 1.805 -9.037 2.208
H -0.227 -4.273 3.077
H -0.657 -4.943 4.650
H -1.367 -7.180 -0.007
H -1.994 -5.641 2.072
H 1.018 -5.017 4.084
H -3.126 -7.715 1.539
H -3.107 2.409 0.095
H 0.827 -9.960 1.068
H 3.566 9.984 -1.375
H 5.082 9.698 -3.407
H 3.679 9.467 -4.451
H 0.850 -6.872 -0.755
H 0.164 6.301 -3.592
H 0.239 5.116 -2.281
H 4.495 7.370 -0.776
H 2.643 8.172 0.031
H 0.609 -0.367 -2.052
H 0.145 -9.488 2.603
H -1.573 0.363 1.113
H -3.262 1.881 1.774
H 0.197 -2.255 -0.833
H 1.881 -2.220 -0.439
H -4.044 -0.842 -1.880
H 2.234 9.824 -2.509
H 1.168 1.008 0.627
H 3.226 5.959 -0.568
H 1.463 1.784 -0.887
H 1.083 -8.619 -0.735
H 4.952 8.243 -4.406
H 1.396 9.356 -0.276
H -2.433 -6.428 3.575
H -3.886 0.735 -1.165
H -1.495 -0.911 -0.632
H -0.514 -8.456 4.083
H 3.258 4.858 -1.951
H 0.824 -2.558 1.587
H -4.044 -0.101 0.987
H 0.598 6.973 -0.576
H -0.433 -1.385 1.308
H -0.529 -7.125 5.205
H 1.328 4.975 -3.681
H 0.992 -7.611 4.457
H -1.876 -0.845 -2.331
H -0.607 1.729 1.620
H 1.891 4.854 -0.828
H -1.315 -8.914 0.255
H 1.233 -0.860 1.687
H -6.057 -1.047 0.518
H -3.101 -1.548 0.603
H 5.608 8.397 -1.642
H -2.277 3.284 1.398
H 0.348 8.005 -1.972
H 5.253 6.779 -2.255
*
```

The calculation puts the gap between HOMO and LUMO (spin up / spin down) at 6.743 / 6.647 eV. The calculated total energy is -2652.50842 a.u.



(2)
Density functional theory data (wB97M-V/def2-TZVPD) for 3 unconnected molecules or ions with the total composition C30H59FN3O4 at a distorted geometry.

ORCA input file:
```
! RIJCOSX wB97M-V def2-TZVPD def2/J DEFGRID3
* xyz 0 4
F -6.733 -1.462 -4.364
O -3.569 -0.657 -2.905
O 4.456 3.223 0.499
O -9.359 -2.524 -0.385
O 0.653 -2.790 -0.160
N 1.036 -1.745 0.701
N 5.837 3.494 0.525
N -8.395 -2.258 -1.321
C 2.077 0.535 0.612
C -6.904 -4.203 -0.274
C -8.773 0.229 -1.065
C -7.053 -0.929 0.558
C 1.469 -1.343 3.126
C -2.427 -1.217 -2.136
C 7.812 3.253 2.052
C 1.543 -2.373 1.968
C 6.056 4.779 -0.220
C -6.333 -3.272 -2.674
C -7.641 -1.003 -1.000
C 5.704 2.221 2.738
C 3.419 -1.472 -0.154
C 7.530 4.862 -0.696
C -2.858 -1.987 -0.754
C 6.275 3.457 1.965
C 1.994 -0.866 -0.056
C 3.958 -1.952 1.189
C -8.576 -4.598 -2.267
C 5.883 4.739 2.747
C -6.449 -0.579 -2.035
C 6.270 6.023 2.021
C -4.389 -1.710 -3.509
C 5.692 6.037 0.612
C 1.500 -0.543 -1.506
C -7.544 -3.461 -1.600
C -5.968 -1.730 -3.087
C 0.634 -3.542 2.484
C 5.252 4.857 -1.564
C 2.986 -2.928 1.838
H 3.373 -3.209 2.824
H -7.400 -1.863 1.209
H -0.409 -3.225 2.568
H -4.303 -1.579 -4.687
H -7.477 -3.998 0.726
H 0.490 -0.117 -1.493
H -9.367 -4.943 -1.444
H 2.158 0.187 -1.993
H 1.086 0.889 0.918
H 6.128 2.157 3.748
H 4.601 6.126 0.690
H -2.444 -3.107 -0.783
H 5.885 6.885 2.580
H 2.481 1.283 -0.081
H 6.034 6.943 0.099
H 5.545 5.739 -2.146
H -7.493 0.020 1.131
H -3.832 -2.741 -3.279
H -9.118 -4.175 -3.228
H 1.495 -1.424 -2.158
H 8.383 4.169 1.910
H 2.976 -3.849 1.242
H -6.736 -5.358 -0.491
H 2.741 0.568 1.475
H -1.760 -0.280 -1.830
H -9.407 0.096 -2.040
H 4.152 -1.107 1.855
H 4.116 -0.733 -0.574
H 2.143 -0.498 3.015
H 7.689 5.748 -1.323
H -7.954 -5.561 -2.549
H -9.423 0.165 -0.068
H 0.954 -3.878 3.477
H -5.593 -0.099 -1.381
H -5.393 -3.899 -2.290
H -4.031 -2.097 -0.631
H -6.656 -3.817 -3.686
H -1.777 -1.893 -2.845
H 4.923 -2.449 1.035
H 3.417 -2.319 -0.852
H 0.451 -0.952 3.240
H -2.357 -1.510 0.216
H 6.354 4.735 3.739
H -5.811 -3.738 -0.147
H 4.171 4.941 -1.405
H -6.869 0.322 -2.698
H 8.156 2.509 1.324
H 1.746 -1.809 4.081
H 4.618 2.269 2.871
H 5.440 3.979 -2.190
H 0.675 -4.424 1.835
H 8.254 4.950 0.110
H -5.879 -0.933 0.609
H 8.110 2.888 3.043
H 7.799 3.986 -1.298
H 4.800 4.752 2.925
H 5.948 1.285 2.220
H -8.225 1.288 -1.022
H 7.356 6.140 1.989
*
```

The calculation puts the gap between HOMO and LUMO (spin up / spin down) at 9.563 / 9.193 eV. The energy above the lowest of the compared OMol25 structures with the same formula, charge and spin is 131.8 kcal/mol. The calculated total energy is -1743.10918 a.u.